w.
C8H12N4O3 in the gas phase, computed with ωB97M-V/def2-TZVPD.

Last column: natural (NBO) charge in e.
CARTESIAN COORDINATES (ANGSTROEM)
N1 -0.56 -0.95 2.03  -0.8531
C1 -1.29 0.09 1.40  -0.1300
C2 -0.49 1.46 1.44  -0.4354
C3 0.87 1.34 0.86  0.0856
C4 1.83 2.26 0.92  -0.0934
N2 2.92 1.69 0.45  -0.5049
C5 2.49 0.52 -0.12  0.1791
N3 1.28 0.26 0.19  -0.5342
C6 -1.61 -0.16 -0.13  0.6764
O1 -1.82 0.69 -0.99  -0.6405
N4 -1.62 -1.46 -0.47  -0.6098
C7 -1.62 -1.84 -1.88  -0.3812
C8 -0.44 -1.80 -2.84  0.7917
O2 -0.55 -2.37 -3.84  -0.5564
O3 0.67 -1.14 -2.44  -0.7069
H1 -0.63 -0.89 3.04  0.3706
H2 0.45 -0.90 1.81  0.3852
H3 -2.14 0.35 2.02  0.2268
H4 -0.42 1.73 2.52  0.2055
H5 -0.88 2.32 0.90  0.2460
H6 1.71 3.30 1.23  0.2212
H7 3.74 2.23 0.30  0.4210
H8 3.15 -0.18 -0.69  0.2127
H9 -1.08 -2.03 0.16  0.4115
H10 -2.21 -2.78 -2.03  0.2354
H11 -2.31 -1.12 -2.27  0.2578
H12 0.54 -0.64 -1.57  0.5188

Output
HOMO level, eV: -9.1
SMILES: N[C@@H](Cc1c[nH]cn1)C(=O)NCC(=O)O
Kohn-Sham gap, eV: 9.55


x.
C8H12N4O3 in the gas phase, computed with ωB97M-V/def2-TZVPD.

Last column: natural (NBO) charge in e.
CARTESIAN COORDINATES (ANGSTROEM)
N1 0.08 -0.21 1.70  -0.9151
C1 0.12 1.10 1.06  -0.1268
C2 1.60 1.62 0.77  -0.4302
C3 2.44 0.44 0.19  0.1245
C4 3.68 0.47 -0.49  -0.1145
N2 4.01 -0.86 -0.75  -0.5069
C5 3.06 -1.61 -0.25  0.2008
N3 2.10 -0.90 0.35  -0.5471
C6 -0.46 0.72 -0.36  0.6715
O1 -0.34 1.55 -1.35  -0.6639
N4 -1.14 -0.44 -0.23  -0.6274
C7 -2.28 -0.85 -0.95  -0.3095
C8 -3.61 -0.54 -0.06  0.7935
O2 -3.90 -0.99 0.99  -0.5303
O3 -4.49 0.48 -0.65  -0.7212
H1 -0.12 -0.29 2.70  0.3810
H2 0.93 -0.71 1.41  0.4197
H3 -0.48 2.00 1.43  0.2384
H4 2.10 2.06 1.71  0.2185
H5 1.52 2.29 0.02  0.2412
H6 4.36 1.30 -0.72  0.2229
H7 4.88 -1.20 -1.18  0.4265
H8 3.23 -2.72 -0.28  0.2017
H9 -0.72 -0.94 0.48  0.4405
H10 -2.34 -1.81 -1.10  0.2090
H11 -2.19 -0.40 -1.94  0.2235
H12 -3.98 0.86 -1.42  0.4795

Output
HOMO level, eV: -8.6
SMILES: N[C@@H](Cc1c[nH]cn1)C(=O)NCC(=O)O
Kohn-Sham gap, eV: 9.19


Stability verdict: w, ahead by 1.970 eV


w.
C4H11O3 as an isolated structure, computed with ωB97M-V/def2-TZVPD.

Last column: Löwdin charge in e.
CARTESIAN COORDINATES (ANGSTROEM)
C1 -3.30 -0.40 0.45  -0.5098
O1 -3.58 0.82 -0.06  -0.2883
C2 -1.99 -0.75 -0.18  -0.0602
C3 -0.89 0.01 0.14  -0.1362
C4 0.45 -0.07 -0.49  -0.0724
O2 3.85 2.00 -0.08  -0.1695
H1 -4.03 -1.21 0.22  0.0879
H2 -3.22 -0.46 1.57  0.1039
H3 -1.84 -1.64 -0.78  0.1479
H4 -1.65 0.34 -0.81  0.2130
H5 -0.95 0.46 1.11  0.1506
H6 0.61 0.80 -1.14  0.0981
H7 0.57 -0.95 -1.13  0.0889
H8 1.31 0.00 0.19  0.0494
H9 4.34 1.67 0.69  0.0055
H10 3.57 -1.22 0.01  -0.1459
H11 3.46 1.12 -0.32  -0.0278
O3 3.30 -0.52 0.61  -0.5351

Output
Net charge: -1
HOMO level, eV: -3.9
Kohn-Sham gap, eV: 6.64


x.
A 2-piece molecular cluster, C4H11O3 overall, computed with ωB97M-V/def2-TZVPD.

Last column: natural (NBO) charge in e.
CARTESIAN COORDINATES (ANGSTROEM)
C1 0.41 -1.54 1.38  -0.0427
O1 -0.95 -1.79 1.13  -0.7959
C2 0.93 -0.26 0.70  -0.4578
C3 0.55 -0.12 -0.80  0.1126
C4 1.18 1.17 -1.40  -0.6486
O2 -0.85 -0.09 -0.91  -0.9523
H1 0.96 -2.40 0.97  0.1237
H2 0.60 -1.43 2.45  0.1378
H3 0.40 0.60 1.13  0.2057
H4 2.02 -0.23 0.86  0.1769
H5 0.99 -0.93 -1.41  0.1087
H6 1.88 1.65 -0.72  0.1817
H7 0.40 1.92 -1.49  0.2344
H8 1.63 0.97 -2.37  0.1778
H9 -1.16 -1.19 0.34  0.5144
H10 -1.32 1.29 -0.18  0.5113
H11 -1.89 2.69 -0.61  0.4430
O3 -1.31 2.29 0.04  -1.0307

Output
Net charge: -1
HOMO level, eV: -3.7
Kohn-Sham gap, eV: 8.01


Stability verdict: x, ahead by 4.748 eV


w.
A 16-piece molecular cluster, C2H35O16 overall, computed with ωB97M-V/def2-TZVPD.

Last column: natural (NBO) charge in e.
CARTESIAN COORDINATES (ANGSTROEM)
C1 -24.69 -11.00 11.90  -0.6480
C2 -25.82 -11.16 10.92  -0.0633
O1 -25.54 -12.04 9.86  -1.0512
H1 -24.75 -10.40 12.81  0.2132
H2 -23.76 -10.70 11.40  0.1910
H3 -24.47 -11.95 12.41  0.1850
H4 -26.01 -10.19 10.45  0.1448
H5 -26.69 -11.53 11.47  0.1297
O2 -26.07 -10.91 14.90  -0.9626
H6 -25.99 -11.84 14.63  0.5091
H7 -26.59 -10.94 15.71  0.4897
O3 -21.87 -8.77 10.27  -0.9688
H8 -21.96 -8.00 9.70  0.4648
H9 -22.25 -9.50 9.76  0.4977
O4 -27.94 -13.60 9.74  -0.9774
H10 -27.20 -12.99 9.51  0.5055
H11 -28.63 -13.03 10.10  0.4796
O5 -25.01 -7.32 12.59  -0.9751
H12 -24.85 -7.59 13.51  0.4912
H13 -24.66 -8.04 12.06  0.4686
O6 -22.40 -13.03 14.24  -0.9563
H14 -23.29 -12.91 13.89  0.4663
H15 -21.96 -13.56 13.57  0.4902
O7 -23.93 -14.15 11.28  -0.9809
H16 -23.46 -14.27 10.45  0.4669
H17 -24.71 -13.62 11.04  0.5013
O8 -28.04 -9.55 13.27  -0.9651
H18 -27.25 -9.91 13.69  0.4812
H19 -28.04 -8.62 13.52  0.4741
O9 -29.22 -12.82 12.72  -0.9670
H20 -28.70 -13.56 13.05  0.4878
H21 -28.63 -12.05 12.80  0.4755
O10 -26.99 -14.56 12.12  -1.0017
H22 -27.20 -14.10 11.29  0.5039
H23 -27.04 -15.50 11.90  0.4698
O11 -21.16 -12.39 11.51  -0.9486
H24 -21.18 -12.82 10.65  0.4671
H25 -21.99 -11.90 11.55  0.4817
O12 -24.59 -8.68 14.95  -0.9808
H26 -23.74 -8.89 15.34  0.4790
H27 -25.15 -9.47 15.08  0.4956
O13 -24.90 -8.31 8.46  -0.9521
H28 -24.44 -8.54 9.27  0.4667
H29 -25.42 -9.10 8.25  0.4847
O14 -26.84 -10.86 7.52  -0.9885
H30 -26.59 -11.22 8.38  0.5005
H31 -27.68 -11.29 7.31  0.4682
O15 -25.13 -13.91 7.82  -0.9766
H32 -24.92 -13.31 7.10  0.4565
H33 -25.31 -13.33 8.58  0.5073
O16 -23.29 -10.88 8.72  -1.0154
H34 -24.04 -11.16 9.29  0.5098
H35 -23.51 -11.21 7.85  0.4753

Output
Net charge: -1
HOMO level, eV: -6.1
Kohn-Sham gap, eV: 8.06


x.
A 16-piece molecular cluster, C2H35O16 overall, computed with ωB97M-V/def2-TZVPD.

Last column: natural (NBO) charge in e.
CARTESIAN COORDINATES (ANGSTROEM)
C1 -0.04 0.45 -0.48  -0.6612
C2 0.31 -1.06 -0.41  -0.0559
O1 0.61 -1.41 0.92  -1.0542
H1 -0.80 0.76 0.24  0.2011
H2 -0.62 0.64 -1.39  0.2049
H3 0.82 1.12 -0.41  0.1914
H4 1.12 -1.43 -1.05  0.1368
H5 -0.53 -1.60 -0.86  0.1203
O2 0.05 3.34 1.75  -1.0022
H6 0.56 2.55 1.99  0.5261
H7 -0.72 3.30 2.31  0.4887
O3 1.17 -4.14 0.43  -0.9791
H8 1.02 -3.18 0.46  0.4984
H9 0.49 -4.48 -0.16  0.4537
O4 3.29 -1.34 1.77  -0.9909
H10 2.46 -1.20 1.28  0.5062
H11 3.92 -1.64 1.11  0.4598
O5 -2.58 2.81 0.46  -0.9484
H12 -1.72 3.19 0.29  0.4854
H13 -3.15 3.56 0.66  0.4798
O6 1.11 -2.74 3.37  -0.9805
H14 1.98 -3.05 3.12  0.4725
H15 0.81 -2.23 2.61  0.4992
O7 -3.44 -1.74 -0.97  -0.9648
H16 -2.80 -2.26 -0.47  0.5051
H17 -4.25 -2.24 -0.92  0.4689
O8 0.79 3.60 -0.86  -0.9755
H18 0.42 3.22 -0.05  0.5080
H19 0.38 4.47 -0.93  0.4801
O9 -1.86 -0.62 2.60  -0.9893
H20 -2.66 -0.38 2.10  0.4835
H21 -1.14 -0.52 1.96  0.4717
O10 -3.80 0.48 0.97  -0.9934
H22 -3.67 -0.21 0.31  0.4941
H23 -3.19 1.19 0.70  0.4924
O11 2.75 2.53 -2.16  -0.9898
H24 1.92 2.85 -1.75  0.4946
H25 3.34 2.37 -1.41  0.4628
O12 3.88 -1.93 -3.03  -0.9360
H26 2.98 -2.19 -3.25  0.4676
H27 4.04 -1.14 -3.56  0.4688
O13 1.21 0.98 2.89  -0.9901
H28 1.03 0.11 2.51  0.5139
H29 1.83 0.81 3.60  0.4829
O14 -1.86 -3.17 1.23  -0.9986
H30 -1.73 -3.62 2.07  0.4868
H31 -1.03 -2.70 1.08  0.5031
O15 0.58 0.67 -4.07  -0.9587
H32 1.03 0.76 -3.23  0.4923
H33 0.45 -0.28 -4.17  0.4685
O16 -1.97 2.20 -3.17  -0.9525
H34 -1.62 2.49 -2.32  0.4653
H35 -1.18 2.06 -3.71  0.4865

Output
Net charge: -1
HOMO level, eV: -5.7
Kohn-Sham gap, eV: 7.85


Stability verdict: w, ahead by 0.105 eV


w.
C5H14N4 in the gas phase, computed with ωB97M-V/def2-TZVPD.

Last column: natural (NBO) charge in e.
CARTESIAN COORDINATES (ANGSTROEM)
H1 0.03 -1.26 1.95  0.3731
N1 0.19 -0.38 2.56  -0.6918
C1 0.49 0.50 1.73  0.2686
N2 0.40 0.59 0.26  -0.3561
C2 -0.86 -0.07 -0.30  -0.2661
C3 -0.42 -1.52 -0.77  -0.0748
C4 1.07 -1.53 -1.34  -0.6351
N3 -0.36 -2.27 0.52  -0.9251
N4 0.77 1.90 -0.09  -0.4648
C5 -0.31 2.92 -0.23  -0.4714
H2 0.85 1.52 2.23  0.1607
H3 -1.72 -0.08 0.51  0.2160
H4 -1.44 0.51 -1.12  0.2155
H5 -1.18 -1.91 -1.45  0.1934
H6 1.68 -1.59 -0.34  0.2520
H7 1.16 -2.27 -2.32  0.2402
H8 1.14 -0.36 -1.87  0.2030
H9 -1.23 -2.90 0.94  0.4015
H10 0.55 -3.04 0.72  0.3865
H11 1.20 1.80 -0.95  0.3447
H12 -1.20 2.71 0.72  0.2072
H13 -0.89 2.61 -1.25  0.1837
H14 0.09 4.11 -0.09  0.2391

Output
HOMO level, eV: -8.6
SMILES: [H]/N=C\N(C[C@@H](C)N)NC
Kohn-Sham gap, eV: 9.34


x.
C5H14N4 in the gas phase, computed with ωB97M-V/def2-TZVPD.

Last column: natural (NBO) charge in e.
CARTESIAN COORDINATES (ANGSTROEM)
C1 0.03 -0.81 -0.05  0.2271
C2 1.07 -1.86 0.31  -0.6374
C3 -1.38 -1.39 0.00  -0.6489
C4 0.21 0.49 0.59  -0.2522
C5 -0.48 1.62 0.09  0.4386
N1 0.21 -0.54 -1.77  -0.8580
N2 1.23 0.73 1.58  -0.8446
N3 -0.22 2.85 0.68  -0.8368
N4 -1.18 1.53 -1.04  -0.9389
H1 1.17 -0.29 -1.97  0.3889
H2 -0.08 -1.31 -2.36  0.3857
H3 1.21 0.09 2.35  0.3515
H4 2.18 0.79 1.22  0.3436
H5 0.20 2.77 1.60  0.4013
H6 -0.96 3.53 0.60  0.3710
H7 -1.52 2.43 -1.36  0.3467
H8 -0.47 0.38 -1.80  0.4617
H9 0.96 -2.15 1.36  0.2246
H10 0.94 -2.75 -0.30  0.2079
H11 2.09 -1.48 0.18  0.2121
H12 -1.58 -1.72 1.02  0.2190
H13 -1.48 -2.27 -0.65  0.1855
H14 -2.11 -0.64 -0.29  0.2517

Output
HOMO level, eV: -6.4
Kohn-Sham gap, eV: 7.13


Stability verdict: x, ahead by 5.108 eV


w.
A 2-piece molecular cluster, C5H14N4 overall, computed with ωB97M-V/def2-TZVPD.

Last column: natural (NBO) charge in e.
CARTESIAN COORDINATES (ANGSTROEM)
C1 -0.87 -1.53 0.02  -0.7137
C2 0.85 -2.58 1.40  -0.3949
N1 0.28 -1.36 0.81  -0.3127
C3 0.86 -0.22 1.12  0.3241
N2 0.69 1.03 0.62  -0.6414
H1 1.41 1.66 0.94  0.4050
H2 1.61 -0.28 1.90  0.1870
H3 -0.98 -2.50 -0.44  0.1890
H4 -0.55 -0.59 -1.40  0.4147
H5 -1.79 -1.22 0.52  0.1889
H6 0.14 -3.00 2.11  0.2086
H7 1.79 -2.37 1.91  0.1895
H8 1.03 -3.30 0.60  0.2131
C4 -1.49 1.92 -0.25  -0.6693
C5 -0.02 1.74 -0.54  0.5239
N3 -0.01 0.28 -1.88  -1.0083
N4 0.59 2.77 -1.04  -0.8478
H9 -0.52 0.65 -2.68  0.3779
H10 0.98 0.33 -2.07  0.3777
H11 1.59 2.63 -1.13  0.3164
H12 -1.60 2.50 0.67  0.2219
H13 -2.01 0.97 -0.11  0.2216
H14 -1.96 2.46 -1.06  0.2289

Output
HOMO level, eV: -6.6
Kohn-Sham gap, eV: 7.18


x.
C5H14N4 as an isolated structure, computed with ωB97M-V/def2-TZVPD.

Last column: natural (NBO) charge in e.
CARTESIAN COORDINATES (ANGSTROEM)
C1 -0.44 1.34 1.99  -0.4148
N1 0.02 0.12 1.35  -0.5981
C2 1.07 0.10 0.28  0.5130
N2 2.24 -0.63 0.62  -0.8750
N3 1.23 1.32 -0.21  -0.7097
H1 -0.03 -0.73 1.90  0.3853
H2 2.08 -1.50 1.12  0.3699
H3 2.97 -0.08 1.04  0.3854
H4 2.04 1.33 -0.83  0.3370
H5 -0.50 2.12 1.24  0.2299
H6 0.25 1.68 2.77  0.1794
H7 -1.42 1.16 2.44  0.1961
C3 -2.11 -0.06 -0.45  -0.4723
C4 0.06 -0.69 -2.24  -0.6584
C5 0.03 -1.11 -0.79  -0.1236
N4 -1.12 -1.03 -0.03  -0.2256
H8 0.52 -2.08 -0.64  0.1941
H9 -2.86 0.06 0.33  0.2036
H10 -2.63 -0.46 -1.33  0.2164
H11 -1.65 0.90 -0.71  0.2106
H12 -0.73 -1.16 -2.83  0.2112
H13 -0.05 0.39 -2.34  0.2227
H14 1.03 -0.97 -2.67  0.2230

Output
HOMO level (spin up / spin down), eV: -7.6 / -7.6
Kohn-Sham gap (spin up / spin down), eV: 7.47 / 7.09


y.
C5H14N4 in the gas phase, computed with ωB97M-V/def2-TZVPD.

Last column: natural (NBO) charge in e.
CARTESIAN COORDINATES (ANGSTROEM)
C1 2.42 0.70 0.67  -0.6158
N1 -0.58 1.95 -0.82  -0.5379
C2 0.94 0.90 0.39  -0.0701
N2 0.71 1.62 -0.77  -0.2618
H1 -1.22 1.03 -0.43  0.2971
H2 -0.81 2.22 -1.78  0.3563
H3 0.44 1.33 1.28  0.1631
H4 2.87 1.64 1.01  0.2203
H5 2.94 0.39 -0.23  0.2160
H6 2.58 -0.05 1.45  0.2039
C3 0.69 -1.36 -0.95  -0.6218
C4 -1.32 -0.38 0.21  0.2204
N3 -2.21 -1.06 -0.67  -0.8437
N4 -1.94 -0.13 1.45  -0.8185
C5 0.14 -0.59 0.24  -0.2703
H7 -1.82 -1.21 -1.59  0.3748
H8 -2.52 -1.95 -0.28  0.3633
H9 -1.39 0.44 2.08  0.3752
H10 -2.87 0.25 1.35  0.3822
H11 0.44 -1.06 1.18  0.2220
H12 0.51 -0.83 -1.88  0.2152
H13 0.23 -2.35 -1.02  0.2082
H14 1.76 -1.50 -0.87  0.2219

Output
HOMO level (spin up / spin down), eV: -7.0 / -6.7
Kohn-Sham gap (spin up / spin down), eV: 7.44 / 7.43


Stability verdict: y, ahead by 1.031 eV